Entry 1:
19
Properties=species:S:1:pos:R:3:forces:R:3 method="wB97M-V/def2-TZVPD" de_lowest_ev=3.266 e_tot_ev=-7330.2212 homo_energy_ev=-14.6 total_charge=+1 homo_lumo_gap_ev=9.96
N -0.569 1.614 -0.660 -5.1 0.0 3.8
N 0.775 -1.814 -0.954 0.3 3.1 3.3
C 0.631 0.661 1.738 -4.3 2.4 2.0
C -0.411 0.335 -0.414 0.6 0.0 -3.7
C -1.492 -0.491 0.068 0.2 -2.0 2.7
C 0.616 -0.394 -1.292 -1.8 -0.2 -1.0
H 0.000 2.321 -0.966 2.7 1.1 -1.5
H 1.561 -1.859 -0.296 -0.5 -0.3 0.0
H 1.076 -2.320 -1.701 0.8 -1.6 -2.9
H -2.315 0.127 0.307 -1.3 0.3 0.1
H 0.450 1.723 1.459 0.5 -0.6 0.4
H -1.678 -1.323 -0.606 -0.2 0.3 -0.5
H -1.241 -1.114 1.027 -0.2 1.3 -1.8
H 1.451 0.274 -1.477 0.6 -0.3 0.1
H -1.375 2.166 -0.115 1.9 -2.1 -1.5
H 0.829 0.185 0.830 1.8 -1.3 -0.3
H -0.442 0.319 2.045 2.1 0.6 -0.2
H 1.192 0.689 2.636 1.3 -0.8 0.3
H 0.005 -0.371 -2.239 0.6 0.0 0.5

=====

Entry 2:
19
Properties=species:S:1:pos:R:3:forces:R:3 method="wB97M-V/def2-TZVPD" de_lowest_ev=1.600 e_tot_ev=-7331.8876 homo_energy_ev=-14.9 total_charge=+1 homo_lumo_gap_ev=12.11
N -1.295 0.643 -1.417 -1.1 -1.0 0.4
N 0.352 0.176 0.456 -0.2 2.4 0.6
C 1.652 0.868 0.195 0.5 -0.9 1.3
C 0.037 0.157 1.907 -0.9 -1.3 1.3
C 0.197 -1.092 -0.269 -0.7 -0.3 -2.1
C -1.084 -0.838 -1.228 0.6 0.4 0.1
H -2.308 0.688 -1.529 0.2 0.7 0.3
H -1.131 -1.287 -2.229 0.8 -0.5 0.6
H 1.589 1.856 0.636 -0.1 0.3 -0.4
H -0.416 0.869 0.005 1.1 -1.5 0.0
H 1.106 -1.321 -0.833 -0.1 0.5 -0.2
H 0.558 0.788 2.630 0.4 0.7 -1.1
H 2.407 0.334 0.810 -0.2 0.2 -0.8
H -1.034 0.360 2.038 0.3 -0.2 -0.1
H 0.269 -0.825 2.331 -0.3 -0.1 -0.4
H 1.873 0.853 -0.865 0.1 0.1 0.0
H -1.933 -1.247 -0.678 -0.1 0.3 -0.1
H -0.941 1.021 -2.290 0.4 -0.3 0.0
H 0.102 -2.002 0.330 -0.5 0.6 0.4

=====

Entry 3:
20
Properties=species:S:1:pos:R:3:forces:R:3 method="wB97M-V/def2-TZVPD" de_lowest_ev=0.619 e_tot_ev=-9386.2436 homo_energy_ev=-3.0 total_charge=-1 homo_lumo_gap_ev=7.37
O -0.428 -0.679 0.735 -0.5 -0.2 0.0
N -2.415 -0.746 -1.510 -0.8 -0.3 0.8
N -1.435 1.460 -0.849 -0.2 -0.3 -0.1
C 2.117 0.786 0.681 -1.8 -1.1 -1.9
C 0.728 -1.332 1.022 -0.6 1.0 0.7
C 1.738 -0.344 1.630 1.8 -0.9 -0.6
C -1.566 0.373 -1.843 -1.3 1.0 1.4
H 1.239 1.340 0.220 0.9 -0.8 0.7
H 2.767 1.463 1.109 1.3 1.7 1.3
H -3.374 -0.405 -1.318 0.8 -0.3 0.0
H 1.222 -1.681 0.143 0.7 -0.9 -1.4
H -0.624 -0.033 -1.960 2.2 -0.7 -0.4
H 2.721 0.353 -0.117 -0.2 -0.1 -0.5
H 2.736 -0.852 1.918 -1.4 0.5 -0.1
H -2.371 1.775 -0.586 0.3 -0.1 0.0
H -1.020 0.989 -0.031 -0.1 0.0 0.1
H -1.885 0.815 -2.751 -0.4 0.4 -1.2
H -2.017 -1.139 -0.629 -0.3 0.4 -0.5
H 1.287 0.097 2.466 -0.6 0.4 1.7
H 0.581 -2.241 1.672 0.3 0.4 0.1

=====

Entry 4:
20
Properties=species:S:1:pos:R:3:forces:R:3 method="wB97M-V/def2-TZVPD" de_lowest_ev=2.085 multiplicity=2 e_tot_ev=-9382.6046 homo_energy_ev="-2.8 / -10.2" homo_lumo_gap_ev="3.77 / 10.96"
O -2.658 0.543 -2.789 -0.2 0.2 0.1
N -0.585 -0.660 -1.171 -0.2 -0.2 -0.3
N 0.164 -0.299 2.016 -0.1 0.0 0.2
C 0.792 -0.255 -0.872 1.2 0.3 -0.6
C 1.194 0.598 1.514 0.2 -0.4 0.0
C 0.884 0.928 0.064 -0.2 1.0 0.5
C 0.446 -1.052 2.985 0.0 -0.1 -0.1
H -0.060 1.484 0.116 -0.1 -0.3 -0.3
H -0.564 -1.635 -1.608 -0.2 0.0 -0.1
H 1.321 -1.139 -0.528 -0.1 -0.1 0.6
H -1.099 -0.726 -0.283 -0.3 -0.1 0.0
H 1.321 -0.053 -1.807 -0.4 0.2 -0.1
H 1.425 -1.110 3.470 0.1 0.2 -0.1
H -2.583 0.963 -3.660 -0.1 -0.1 0.1
H 1.570 1.699 -0.296 0.3 -0.3 -0.1
H -3.522 0.804 -2.423 0.3 -0.1 -0.2
H -0.308 -1.728 3.366 -0.2 -0.1 0.1
H 2.191 0.154 1.663 -0.1 0.1 -0.2
H 1.163 1.521 2.088 0.0 0.1 0.1
H -1.091 -0.038 -1.844 0.1 -0.2 0.4

=====

Entry 5:
20
Properties=species:S:1:pos:R:3:forces:R:3 method="wB97M-V/def2-TZVPD" de_lowest_ev=0.391 multiplicity=2 e_tot_ev=-9384.2985 homo_energy_ev="-4.4 / -8.4" homo_lumo_gap_ev="5.24 / 9.23"
O 2.164 0.215 -1.792 0.5 -0.3 -0.1
N -0.613 0.349 -0.404 0.0 -0.7 -0.3
N -0.377 0.359 -2.786 -0.1 0.2 0.0
C -0.973 -0.167 -1.641 -0.3 0.3 -0.7
C -0.118 -0.719 1.753 -0.3 1.4 0.8
C -1.198 -0.239 0.778 0.1 -0.4 -0.1
C 0.282 0.461 2.657 1.4 -0.9 0.5
H 0.873 1.270 2.236 -0.5 0.2 -0.7
H 3.032 0.199 -2.203 0.3 0.2 0.1
H 1.021 0.069 3.369 -0.4 0.0 0.4
H 0.324 1.066 -2.717 0.2 0.0 0.0
H -0.383 -1.507 2.450 -0.8 -0.2 0.0
H -1.834 -1.068 0.464 0.1 0.0 -0.2
H -0.189 1.257 -0.382 -0.1 0.1 0.2
H -0.621 0.036 -3.699 -0.2 0.0 0.0
H -0.578 0.847 3.197 0.0 0.1 0.0
H 1.822 -0.658 -2.027 -0.4 0.2 0.2
H 0.721 -1.140 1.239 0.6 0.1 -0.7
H -1.876 0.474 1.257 0.1 0.0 0.2
H -1.479 -1.103 -1.749 0.0 -0.3 0.4

=====

Entry 6:
20
Properties=species:S:1:pos:R:3:forces:R:3 method="wB97M-V/def2-TZVPD" de_lowest_ev=0.906 e_tot_ev=-9380.6774 homo_energy_ev=-14.9 total_charge=+1 homo_lumo_gap_ev=11.82
O 3.364 0.989 1.200 -0.4 0.5 -0.5
N 0.260 1.646 1.277 -0.9 -0.4 -0.8
N -1.166 0.208 0.139 0.4 0.1 -0.4
C -1.639 -1.764 -2.180 -0.2 0.4 0.4
C -0.932 1.220 0.931 -0.4 -0.1 0.3
C -0.114 -0.567 -0.515 1.4 -0.6 0.2
C -0.631 -1.909 -1.029 -0.8 0.2 -0.2
H 0.207 -2.536 -1.336 0.0 0.0 0.3
H -1.215 -2.393 -0.242 0.6 -0.2 0.3
H -2.400 -2.537 -2.120 0.2 -0.4 -0.2
H -1.177 -1.768 -3.165 -0.1 0.2 0.0
H 3.841 0.918 2.027 0.2 -0.1 0.3
H 3.720 1.781 0.769 0.0 -0.3 0.2
H -2.095 -0.188 0.126 -0.1 0.3 -0.2
H 0.672 -0.704 0.234 -0.1 -0.5 0.3
H 1.069 1.216 0.844 0.6 0.4 0.6
H -1.796 1.727 1.350 0.1 -0.1 0.1
H -2.230 -0.854 -2.014 0.2 0.1 -0.5
H 0.287 2.439 1.891 0.6 0.1 0.0
H 0.490 -0.057 -1.287 -1.1 0.4 -0.1